Entry 1:
C5H12O2 | the ωB97M-V functional and the def2-TZVPD basis

The LUMO energy comes out at 0.86 eV. The value obtained for the total energy is -348.15795 Ha. The value obtained for the max |F| is 3.6 eV/Å. Its energy above the lowest of the compared OMol25 structures with the same formula, charge and spin is 123.0 kJ/mol. For the HOMO energy, the calculation gives -9.40 eV.

Structure (ORCA input):
```
! RIJCOSX wB97M-V def2-TZVPD def2/J DEFGRID3
* xyz 0 1
C 1.235 1.040 -1.502
C 0.103 1.005 -0.358
C 0.135 -0.382 0.220
C 1.448 -0.810 0.848
O -0.294 -1.388 -0.655
O -0.890 -0.162 1.391
C -2.242 -0.387 1.073
H 1.168 0.194 -2.190
H 1.076 1.958 -2.075
H 2.238 1.088 -1.070
H -0.848 1.224 -0.850
H 0.353 1.774 0.376
H 2.166 -1.142 0.093
H 1.892 -0.011 1.447
H 1.266 -1.658 1.518
H -0.944 -0.997 -1.259
H -2.567 0.196 0.198
H -2.425 -1.452 0.876
H -2.871 -0.090 1.920
*
```


Entry 2:
C5H12O2 | the ωB97M-V functional and the def2-TZVPD basis

The LUMO energy comes out at 0.80 eV. The value obtained for the total energy is -348.07539 Ha. The value obtained for the max |F| is 1.9 eV/Å. Its energy above the lowest of the compared OMol25 structures with the same formula, charge and spin is 339.8 kJ/mol. For the HOMO energy, the calculation gives -9.13 eV.

Structure (ORCA input):
```
! RIJCOSX wB97M-V def2-TZVPD def2/J DEFGRID3
* xyz 0 1
C 2.241 -0.002 1.223
C 0.801 0.525 1.254
C 0.214 0.409 -0.144
O 0.463 -0.948 -0.516
C -1.255 0.614 -0.416
C -1.315 -0.686 -1.829
O -1.992 0.333 0.768
H 2.268 -1.048 0.906
H 2.840 0.562 0.496
H 2.720 0.080 2.201
H 0.182 -0.083 1.928
H 0.769 1.550 1.628
H 0.755 1.049 -0.855
H -0.184 -1.445 0.014
H -1.493 1.688 -0.680
H -0.876 -1.726 -1.949
H -2.373 -0.828 -1.889
H -0.863 -0.162 -2.675
H -2.901 0.118 0.536
*
```


Entry 3:
C5H12O2 | the ωB97M-V functional and the def2-TZVPD basis

The LUMO energy comes out at 0.72 eV. The value obtained for the total energy is -348.10765 Ha. The value obtained for the max |F| is 2.9 eV/Å. Its energy above the lowest of the compared OMol25 structures with the same formula, charge and spin is 255.1 kJ/mol. For the HOMO energy, the calculation gives -8.77 eV.

Structure (ORCA input):
```
! RIJCOSX wB97M-V def2-TZVPD def2/J DEFGRID3
* xyz 0 1
C 1.923 -1.331 0.023
C 0.638 -1.664 0.108
C -0.369 -1.674 -0.990
C -1.666 -1.793 -0.639
C -2.750 -1.816 -1.688
H 2.629 -1.639 0.787
H 2.326 -0.618 -0.704
H 0.305 -2.186 0.997
H -0.092 -1.596 -2.039
H -1.947 -2.429 0.201
H -3.411 -2.588 -1.287
H -3.435 -0.933 -1.679
H -2.499 -1.918 -2.746
O 0.688 4.846 1.305
H -0.262 4.698 1.339
H 1.026 4.143 1.861
O 1.291 1.589 1.291
H 0.912 2.209 0.676
H 1.785 0.923 0.812
*
```


Entry 4:
C5H12O3 | the ωB97M-V functional and the def2-TZVPD basis

The LUMO energy (spin up / spin down) comes out at 3.21 / 3.14 eV. The value obtained for the total energy is -423.35301 Ha. The value obtained for the max |F| is 2.5 eV/Å. Its energy above the lowest of the compared OMol25 structures with the same formula, charge and spin is 138.6 kJ/mol. For the HOMO energy (spin up / spin down), the calculation gives 0.33 / -3.48 eV. Its expectation value of S² is 0.7535.

Structure (ORCA input):
```
! RIJCOSX wB97M-V def2-TZVPD def2/J DEFGRID3
* xyz -1 2
C 1.593 -0.355 0.228
O 1.877 -0.461 -1.199
C 0.561 0.764 0.445
C -0.805 0.260 0.025
C -1.457 -0.593 1.150
C -2.881 -0.287 1.361
O -3.474 -0.764 2.367
H 2.617 -0.270 0.599
H 1.160 -1.329 0.476
H 1.151 -0.118 -1.727
H 1.024 1.647 -0.042
H 0.575 1.263 1.416
H -0.768 -0.241 -0.963
H -1.539 1.055 -0.177
H -0.776 -0.591 2.012
H -1.292 -1.687 0.869
H -3.410 0.261 0.543
H 2.630 0.439 -3.610
H 3.277 1.025 -2.277
O 3.182 1.147 -3.218
*
```


What did the second record say?
C5H12O2 | the ωB97M-V functional and the def2-TZVPD basis

The LUMO energy comes out at 0.80 eV. The value obtained for the total energy is -348.07539 Ha. The value obtained for the max |F| is 1.9 eV/Å. Its energy above the lowest of the compared OMol25 structures with the same formula, charge and spin is 339.8 kJ/mol. For the HOMO energy, the calculation gives -9.13 eV.

Structure (ORCA input):
```
! RIJCOSX wB97M-V def2-TZVPD def2/J DEFGRID3
* xyz 0 1
C 2.241 -0.002 1.223
C 0.801 0.525 1.254
C 0.214 0.409 -0.144
O 0.463 -0.948 -0.516
C -1.255 0.614 -0.416
C -1.315 -0.686 -1.829
O -1.992 0.333 0.768
H 2.268 -1.048 0.906
H 2.840 0.562 0.496
H 2.720 0.080 2.201
H 0.182 -0.083 1.928
H 0.769 1.550 1.628
H 0.755 1.049 -0.855
H -0.184 -1.445 0.014
H -1.493 1.688 -0.680
H -0.876 -1.726 -1.949
H -2.373 -0.828 -1.889
H -0.863 -0.162 -2.675
H -2.901 0.118 0.536
*
```